DFT (ωB97M-V/def2-TZVPD) results for a structure of composition C16H27AsCl2DyIN3OS4 in a non-equilibrium geometry.

Structure (XYZ):
```
56
C16H27AsCl2DyIN3OS4 (ωB97M-V/def2-TZVPD)
C 2.52803 2.85137 -1.65038
I -0.37724 2.69464 -0.57872
H 0.80434 2.77506 2.46796
C -1.58035 -2.61225 -6.35716
H 3.97273 0.58361 2.23652
H -2.86570 2.13397 1.55294
C -1.77816 -2.22399 -3.69539
H 2.76922 -0.86137 3.82314
C 0.43705 -3.97070 -0.33749
C -4.21345 0.81191 -1.24977
C 1.89417 0.94487 2.97983
H -3.16327 0.71920 2.61599
C 1.57065 1.91329 -1.20265
C 3.28334 1.42770 2.49039
H 2.49473 0.45664 5.01327
C -3.45919 1.20345 1.67182
Cl -0.53038 -3.14972 0.92858
H -0.06186 -1.00313 2.26948
H -3.79798 -2.09870 1.46919
C 0.97815 2.12159 3.34077
H -5.23509 -1.16124 0.96398
H 1.17559 -4.55575 0.18088
Cl 1.37942 -2.86772 -1.45792
H 3.21675 2.07593 1.59374
C -4.26526 -1.54620 0.64792
H 2.04182 -0.51475 1.60041
H 4.56589 3.13274 -2.25329
H 1.51121 2.73456 4.09691
C 4.09232 1.02240 -1.80977
H -3.88467 1.83680 -1.46744
H 1.08941 -0.50959 4.45242
H 3.27507 -0.89480 -1.32934
Dy -0.36115 -0.67055 -0.82442
H -4.51148 1.48595 1.69234
O -1.64903 -3.04613 -7.48408
As -3.09951 -0.03563 0.14241
S -2.11037 -3.45051 -4.84799
H -4.12672 0.21040 -2.16449
H -0.56672 0.56131 2.00397
S -2.18940 -2.55974 -2.05513
H 5.09220 0.64503 -1.95561
H -5.25261 0.84709 -0.93997
N 1.78483 0.58242 -1.22892
C 2.05693 -0.07221 4.14950
C -1.15349 -1.00920 -4.25190
C 3.06174 0.15611 -1.48029
H 0.00885 1.80401 3.78888
C 3.81046 2.40166 -1.95553
S -0.61928 0.34913 -3.40064
N 1.41600 0.29115 1.74858
H 2.26457 3.88693 -1.71387
N 0.06186 -0.17699 1.69282
H -0.24051 -4.55929 -0.96532
H 3.77716 2.03024 3.26937
H -4.34482 -2.17525 -0.25360
S -0.97682 -0.96578 -5.97294
```

2S+1 = 6
HOMO level (spin up / spin down) = -8.87 / -9.56 eV
charge = +1
expectation value of S² = 9.557
E_tot = -6796.8304 hartree

Atomic partial charges in e from the Mulliken method, atoms 1 to 4:
1 C -0.584
2 I 0.180
3 H 0.243
4 C 0.577